{
  "formula": "C36H40O3P2SZr",
  "method": "ωB97M-V with the def2-TZVPD basis set",
  "e_lumo_ev": [-8.595, -8.595],
  "total_charge": 2,
  "max_force_ev_per_a": 3.0,
  "homo_ev": [-12.2, -12.2],
  "homo_lumo_gap_ev": [3.57, 3.57],
  "elements": ["Zr", "C", "C", "C", "C", "C", "C", "C", "C", "C", "H", "H", "H", "H", "H", "H", "H", "H", "H", "H", "H", "H", "H", "H", "H", "P", "P", "C", "C", "C", "C", "C", "C", "C", "C", "C", "C", "C", "C", "C", "C", "C", "C", "C", "C", "C", "C", "C", "C", "C", "C", "C", "C", "H", "H", "H", "H", "H", "H", "H", "H", "H", "H", "H", "H", "H", "H", "H", "H", "H", "H", "H", "H", "H", "H", "C", "S", "O", "O", "O", "H", "H", "H"],
  "xyz": [[-3.12667, -1.30785, -3.49348], [2.44495, -0.50988, -0.98300], [2.17107, -1.13202, -2.13437], [2.34719, -2.58473, -2.37815], [1.08879, -3.50359, -2.26826], [0.40164, -3.54075, -0.89175], [0.70804, -2.62058, 0.05536], [2.15429, -2.57608, 0.57196], [2.87539, -1.23799, 0.24761], [-4.74641, -0.25059, -2.35288], [2.54041, 0.58313, -0.89554], [1.68202, -0.56765, -2.92850], [3.15155, -2.94817, -1.71178], [2.70479, -2.65637, -3.42264], [0.32047, -3.21824, -3.00218], [1.49826, -4.47662, -2.57463], [-0.46318, -4.23903, -0.88872], [0.03149, -1.84977, 0.40000], [2.80392, -3.39600, 0.21134], [2.15227, -2.59152, 1.68540], [2.78632, -0.56558, 1.11565], [3.96774, -1.39606, 0.10407], [-4.38610, 0.60217, -1.73846], [-5.47878, -0.82097, -1.72440], [-5.28474, 0.31206, -3.12143], [-2.86181, -0.95151, -7.20322], [-4.81934, -3.09381, -5.92892], [-2.46349, -2.72482, -7.26992], [-3.31099, -3.66113, -6.77304], [-2.83884, -0.64525, -9.06547], [-2.14529, -1.44009, -9.98712], [-2.19167, -1.16334, -11.35656], [-2.95023, -0.08797, -11.84420], [-3.67179, 0.69040, -10.92426], [-3.62319, 0.42391, -9.54986], [-1.16532, -0.34067, -6.73796], [-0.88846, -0.44250, -5.37845], [0.31066, 0.06791, -4.87484], [1.26502, 0.63147, -5.73366], [0.98542, 0.74342, -7.09575], [-0.22960, 0.25566, -7.58986], [-6.01024, -4.01882, -7.07145], [-6.06602, -3.64300, -8.42645], [-6.96312, -4.27369, -9.29761], [-7.82345, -5.27333, -8.83055], [-7.76379, -5.66154, -7.48362], [-6.86305, -5.03139, -6.60824], [-4.82018, -4.18760, -4.44534], [-5.62997, -3.79595, -3.36505], [-5.60197, -4.49191, -2.16512], [-4.75874, -5.59867, -2.03761], [-3.95020, -5.99366, -3.10979], [-3.96856, -5.28507, -4.30285], [-1.48731, -3.00720, -7.68136], [-3.15033, -4.75244, -6.89665], [-1.58030, -2.30975, -9.67381], [-1.64820, -1.77103, -12.06976], [-2.98727, 0.15280, -12.91516], [-4.28532, 1.52485, -11.28315], [-4.20882, 1.02481, -8.84453], [-1.50311, -1.17281, -4.63836], [0.50077, -0.00640, -3.80816], [2.21880, 1.01407, -5.34413], [1.69715, 1.18135, -7.79127], [-0.46549, 0.35317, -8.63674], [-5.41466, -2.86283, -8.79824], [-7.00685, -3.97263, -10.34341], [-8.53292, -5.76423, -9.51935], [-8.42517, -6.45033, -7.11584], [-6.83876, -5.35131, -5.56686], [-6.27285, -2.92233, -3.49624], [-6.24032, -4.14936, -1.33934], [-4.76789, -6.16201, -1.10469], [-3.30800, -6.86868, -2.99392], [-3.30525, -5.59138, -5.10319], [-2.23523, 1.02169, -0.60501], [-1.61492, 0.84564, -2.31697], [-0.35581, 1.53418, -2.45818], [-1.48841, -0.67554, -2.29351], [-2.61946, 0.90661, -3.46398], [-1.74940, 0.14654, -0.11725], [-3.32818, 0.88452, -0.48987], [-1.99637, 2.01613, -0.16737]]
}

{
  "formula": "C4H14N3",
  "method": "ωB97M-V with the def2-TZVPD basis set",
  "e_lumo_ev": -2.978,
  "total_charge": 1,
  "max_force_ev_per_a": 4.3,
  "homo_ev": -13.4,
  "relative_energy_ev": 2.570,
  "homo_lumo_gap_ev": 10.47,
  "smiles": "C[C@H](N)[C@@](C)(N)[NH3+]",
  "elements": ["C", "C", "C", "C", "N", "N", "N", "H", "H", "H", "H", "H", "H", "H", "H", "H", "H", "H", "H", "H", "H"],
  "xyz": [[-1.66533, -1.16176, 0.11122], [1.65368, 0.81920, 0.85363], [-0.81166, -0.01760, 0.55949], [0.69257, -0.11961, 0.04825], [-1.27521, 1.26856, -0.07249], [1.25324, -1.44679, -0.03625], [0.66616, 0.45113, -1.29536], [-1.82486, -1.41055, -0.85251], [-1.41007, -2.05475, 0.50344], [-2.62264, -1.08578, 0.44458], [2.33229, 1.30519, 0.30557], [2.11093, 0.36553, 1.74638], [1.11095, 1.64773, 1.15391], [-0.97592, 0.25712, 1.64278], [-1.54502, 1.95232, 0.59913], [-2.09512, 1.00359, -0.58241], [0.85532, -2.14033, 0.51280], [1.97951, -1.51291, -0.66190], [1.40623, 1.03085, -1.63841], [-0.30945, 0.96522, -1.22240], [0.47442, -0.11636, -2.11945]]
}

{
  "formula": "C29H21Cl3N2O2PS3Tc",
  "method": "ωB97M-V with the def2-TZVPD basis set",
  "s_squared": 0.773,
  "e_lumo_ev": [2.454, 2.455],
  "total_charge": -1,
  "max_force_ev_per_a": 0.7,
  "homo_ev": [-3.7, -4.6],
  "relative_energy_ev": 0.000,
  "homo_lumo_gap_ev": [6.19, 7.10],
  "multiplicity": 2,
  "elements": ["Tc", "Cl", "C", "C", "C", "C", "C", "C", "P", "C", "C", "C", "C", "C", "C", "C", "C", "C", "C", "C", "C", "H", "H", "H", "H", "H", "H", "H", "H", "H", "H", "H", "H", "H", "H", "S", "C", "S", "S", "Cl", "C", "C", "C", "C", "C", "Cl", "C", "N", "H", "H", "H", "O", "C", "C", "C", "C", "O", "N", "H", "H", "H", "H"],
  "xyz": [[0.37399, 0.81819, 1.60852], [-0.30250, 2.55579, -2.02129], [-1.93352, 1.99282, -1.88467], [-2.92575, 2.74385, -2.49533], [-4.23513, 2.29756, -2.47545], [-4.53873, 1.09503, -1.85901], [-3.53846, 0.35708, -1.24463], [-2.21251, 0.79414, -1.22422], [-0.86357, -0.12285, -0.35428], [0.17767, -0.72365, -1.73026], [-0.22475, -0.72846, -3.06392], [0.61331, -1.23594, -4.04517], [1.85833, -1.74701, -3.70389], [2.26844, -1.73619, -2.37915], [1.43628, -1.22010, -1.39734], [-1.73722, -1.65051, 0.16046], [-1.54915, -2.88018, -0.46086], [-2.23067, -4.00576, -0.01342], [-3.11402, -3.90650, 1.05011], [-3.30877, -2.68016, 1.67363], [-2.61871, -1.56168, 1.23872], [-2.65565, 3.67013, -2.98303], [-5.01116, 2.88704, -2.94600], [-5.55588, 0.72702, -1.84802], [-3.79963, -0.57281, -0.76790], [-1.19201, -0.33637, -3.34400], [0.29334, -1.22578, -5.07940], [2.51261, -2.13930, -4.47245], [3.24479, -2.10873, -2.09936], [1.78240, -1.17919, -0.37026], [-0.86452, -2.96567, -1.29488], [-2.07013, -4.95877, -0.50152], [-3.64605, -4.78315, 1.39878], [-3.98560, -2.59627, 2.51408], [-2.74908, -0.61399, 1.75019], [-0.85731, 3.31179, 5.20541], [-0.33348, 2.53207, 3.86462], [-1.32735, 2.16278, 2.46046], [1.19018, 1.72340, 3.65606], [0.42691, 4.72990, 0.71252], [1.94269, 4.15104, 0.11304], [2.84908, 5.05832, -0.40050], [4.08815, 4.63168, -0.85596], [4.41584, 3.28377, -0.77253], [3.51086, 2.37907, -0.25999], [3.94522, 0.71046, -0.12263], [2.22498, 2.76184, 0.18333], [1.33004, 1.84576, 0.57190], [2.57296, 6.10358, -0.42928], [4.79496, 5.34159, -1.26189], [5.38154, 2.92365, -1.09904], [3.42538, -1.91556, 1.37492], [2.44093, -1.94992, 2.07882], [2.22587, -2.96609, 3.20869], [0.78193, -2.75267, 3.65334], [0.40462, -1.51488, 2.88181], [-0.61709, -0.82301, 2.99909], [1.33036, -1.14142, 1.98434], [2.94208, -2.73197, 3.99750], [2.44708, -3.96826, 2.84447], [0.64831, -2.57974, 4.72010], [0.11726, -3.56680, 3.35661]]
}

{
  "formula": "C43H45CrN6PS2Si",
  "method": "ωB97M-V with the def2-TZVPD basis set",
  "s_squared": 3.792,
  "e_lumo_ev": [-1.978, -2.424],
  "total_charge": 1,
  "max_force_ev_per_a": 1.5,
  "homo_ev": [-9.7, -9.9],
  "homo_lumo_gap_ev": [7.76, 7.45],
  "multiplicity": 4,
  "elements": ["Cr", "S", "C", "C", "C", "C", "C", "N", "H", "H", "H", "H", "C", "C", "C", "C", "C", "C", "N", "N", "Si", "C", "C", "C", "H", "H", "H", "H", "H", "H", "H", "H", "H", "H", "H", "H", "H", "H", "H", "N", "P", "C", "C", "C", "C", "C", "C", "C", "C", "C", "C", "C", "C", "C", "C", "C", "C", "C", "N", "H", "H", "H", "H", "H", "H", "H", "H", "H", "H", "H", "H", "H", "H", "H", "N", "S", "C", "C", "C", "C", "C", "C", "C", "C", "C", "C", "C", "C", "H", "H", "H", "H", "H", "H", "H", "H", "H", "H", "H"],
  "xyz": [[-0.13326, -0.07638, 0.75596], [-2.05476, 0.71722, 1.94045], [-3.49919, 0.79697, 0.95537], [-4.63958, 1.38053, 1.52765], [-5.77253, 1.54004, 0.76078], [-5.76441, 1.10058, -0.55990], [-4.62570, 0.47492, -1.01893], [-3.51319, 0.31787, -0.29354], [-4.59730, 1.70812, 2.55695], [-6.65645, 2.00067, 1.18226], [-6.61346, 1.25048, -1.21125], [-4.58784, 0.07417, -2.02761], [2.72766, -2.45971, -0.04975], [2.56281, -1.17773, -0.81797], [3.37696, -0.85866, -1.88343], [3.11472, 0.31184, -2.60767], [2.06432, 1.12472, -2.26409], [1.27896, 0.78181, -1.14205], [1.56352, -0.36026, -0.45061], [0.23810, 1.41746, -0.59730], [-0.46649, 2.90516, -1.19624], [0.82451, 4.13368, -1.84273], [-1.35538, 3.80529, 0.20088], [-1.66060, 2.55596, -2.61846], [3.71184, -2.50822, 0.41555], [2.63652, -3.31615, -0.71845], [1.95629, -2.52746, 0.71806], [4.19527, -1.51412, -2.14754], [3.74561, 0.57589, -3.44714], [1.83359, 2.02031, -2.82193], [1.79208, 4.05096, -1.34321], [0.45091, 5.14612, -1.67843], [0.98376, 4.02259, -2.91757], [-0.71562, 4.57489, 0.63910], [-1.69282, 3.14290, 0.99381], [-2.24010, 4.30596, -0.20153], [-1.26435, 1.81936, -3.32219], [-1.84297, 3.48300, -3.16781], [-2.62139, 2.19249, -2.25473], [1.55364, -0.73772, 3.25968], [1.45531, 0.72353, 2.36360], [1.35675, 2.03320, 3.62401], [2.17439, 2.02688, 4.75161], [2.16038, 3.10396, 5.61950], [1.36724, 4.21243, 5.34363], [0.56098, 4.22600, 4.21693], [0.54125, 3.13018, 3.36567], [3.20667, 0.91555, 1.89106], [3.65539, 2.17482, 1.49514], [4.98627, 2.36776, 1.16764], [5.87855, 1.30603, 1.22514], [5.43406, 0.04879, 1.60344], [4.10091, -0.14913, 1.93086], [0.48172, -1.60730, 3.27844], [0.24898, -2.44471, 4.37128], [-0.85209, -3.26985, 4.36061], [-1.70540, -3.23930, 3.25957], [-1.40762, -2.38373, 2.22932], [-0.31424, -1.60333, 2.19844], [2.13354, -0.75392, 4.08538], [2.84341, 1.19726, 4.95377], [2.78787, 3.09171, 6.50080], [1.38018, 5.06479, 6.00965], [-0.04757, 5.09287, 3.99521], [-0.10965, 3.11855, 2.50070], [2.95527, 3.00224, 1.45875], [5.33274, 3.35207, 0.88160], [6.91978, 1.46220, 0.97623], [6.12806, -0.78031, 1.65703], [3.75629, -1.13193, 2.22132], [0.90502, -2.40278, 5.23022], [-1.06567, -3.90227, 5.21141], [-2.59793, -3.84555, 3.21644], [-2.07200, -2.26385, 1.38916], [-1.09524, -1.24046, -0.61882], [-0.37330, -2.18343, -1.66809], [-0.56603, -1.47764, -3.31724], [0.48827, -1.60276, -4.20746], [0.31788, -1.18077, -5.51879], [-0.89536, -0.64032, -5.91920], [-1.93809, -0.50302, -5.01066], [-1.77472, -0.92180, -3.70083], [-1.42557, -3.64503, -1.94799], [-1.28266, -4.37642, -3.12117], [-2.04103, -5.52146, -3.30325], [-2.92702, -5.93735, -2.31918], [-3.02940, -5.22659, -1.13437], [-2.26853, -4.08251, -0.94189], [-2.03752, -0.90502, -0.84424], [1.42563, -2.03690, -3.88056], [1.13042, -1.28418, -6.22545], [-1.03285, -0.32660, -6.94541], [-2.88308, -0.08183, -5.32669], [-2.58394, -0.83087, -2.98571], [-0.59024, -4.05795, -3.88734], [-1.93725, -6.09100, -4.21700], [-3.53454, -6.81835, -2.47701], [-3.69891, -5.56269, -0.35382], [-2.31938, -3.53344, -0.01581]]
}